DFT (the ωB97M-V functional and the def2-TZVPD basis) results for a 2-piece molecular cluster, C3H2OS overall in a non-equilibrium geometry.

Properties
Energy (eV): -16015.4092
Lowest unoccupied orbital energy (spin up / spin down) (eV): -3.05 / -4.01
E_HOMO (spin up / spin down) (eV): -8.7 / -7.6
ΔE to the lowest compared entry with this formula, charge and spin (eV): 8.9081

Cartesian coordinates (Å):
C -1.3646 -0.5079 1.7745
C -0.0832 0.3706 -1.4590
S 1.3018 1.0395 -2.2327
C -0.5577 -0.0058 -0.3509
O 2.4055 0.2523 -1.6276
H -0.6940 0.3266 1.9331
H -1.0078 -1.4752 1.9627

Force components x, y, z for each atom (eV/Å):
C -0.9 2.6 -2.1
C 1.6 1.7 -0.9
S -1.4 -2.9 2.5
C -0.6 -1.0 0.9
O -0.2 1.4 -1.0
H 0.4 -0.2 0.7
H 1.1 -1.5 -0.1

Results of the natural (NBO) charge analysis, in e, for atoms 1 through 6: -0.303, -0.663, 1.247, 0.197, -0.714, 0.119

***

DFT (the ωB97M-V functional and the def2-TZVPD basis) results for a 12-piece molecular cluster, C30H80F12N12O34S12 overall in a non-equilibrium geometry.

Properties
Energy (eV): -282514.5945
Lowest unoccupied orbital energy (eV): -1.80
E_HOMO (eV): -8.6
ΔE to the lowest compared entry with this formula, charge and spin (eV): 9.2998

Cartesian coordinates (Å):
O -29.6317 -19.4190 8.7512
H -25.3018 -20.5278 5.5419
H -22.0517 -12.5536 3.2823
H -22.5537 -14.0869 8.3459
O -27.9072 -13.1375 1.3091
C -26.5844 -18.4567 15.4980
H -26.6195 -17.2656 11.4915
N -20.5378 -9.8236 10.0242
F -27.5459 -19.3438 4.7673
C -25.4932 -10.4425 7.9237
O -28.5279 -17.4953 6.0509
C -25.9793 -12.0302 9.6719
O -24.4686 -21.1428 8.6298
C -16.6889 -20.9656 7.7308
O -26.4149 -14.9795 2.7398
C -24.8458 -10.2101 6.5161
O -19.2517 -22.6247 11.4597
S -21.2992 -10.7503 9.0442
C -25.9499 -22.5094 6.0313
H -24.1677 -14.9445 7.1297
S -27.6256 -12.4908 2.5702
O -21.2155 -18.9003 3.7731
H -24.4278 -18.8804 7.1947
H -26.5212 -16.3816 13.0396
C -16.1361 -22.0765 9.7501
H -15.1659 -24.1222 12.4173
H -16.1414 -26.7893 10.1390
H -19.0699 -21.2247 6.4151
C -23.6870 -20.0685 9.1936
C -20.1411 -22.8923 10.3673
O -17.1949 -21.3543 9.0465
H -26.3130 -22.1133 8.0550
H -16.4859 -21.8017 7.0617
O -23.2949 -16.0292 8.7371
H -14.3532 -25.3828 11.5477
O -24.3111 -16.2292 4.2188
H -27.1766 -17.5478 15.3909
F -27.4460 -19.7520 9.5943
C -23.5785 -11.4083 4.5186
H -18.4721 -21.0063 12.4773
C -26.9164 -17.2662 12.5403
F -19.9618 -11.5580 8.7089
H -24.3090 -23.1702 8.3444
N -23.9469 -11.3868 6.0141
O -18.2977 -24.6023 4.1519
C -20.7972 -13.7473 5.5413
H -21.3923 -14.6554 5.6377
H -21.0531 -20.1681 6.5441
N -27.3574 -19.4474 7.1356
N -23.4798 -18.2819 2.7491
H -26.2878 -13.0725 9.7522
C -15.2997 -25.1306 12.0257
O -22.1092 -11.6529 9.7961
C -28.2343 -22.6690 7.2220
H -27.9803 -17.4797 12.6439
H -26.6894 -11.2598 9.9727
C -25.3984 -21.4939 5.0464
H -25.3528 -18.9008 9.8944
H -19.8315 -19.0403 5.9606
O -24.1925 -22.1354 12.4091
O -20.7090 -7.1998 9.6678
C -19.3305 -21.2464 11.8500
C -20.5193 -18.5532 7.9075
O -27.9205 -17.5574 8.8273
N -26.8408 -22.0499 7.1963
O -20.8411 -23.7846 6.5064
H -23.2203 -20.3355 10.1418
O -24.1358 -23.0862 15.9498
H -15.2977 -21.3855 9.8379
H -21.1902 -19.0879 11.0080
S -26.7607 -14.2019 3.9044
C -22.2435 -15.0687 8.7034
C -20.2020 -19.5576 6.8457
H -22.9741 -13.5790 4.2054
N -25.5979 -18.5718 14.3134
H -22.9322 -22.2053 7.9130
C -20.8094 -18.4037 10.2497
C -26.2959 -18.6194 12.9525
H -21.4319 -18.0094 7.6633
S -28.3962 -18.9141 6.1605
H -19.8018 -17.7360 7.8343
H -18.8435 -26.8786 9.5263
H -22.8928 -19.9715 8.4535
O -25.8142 -23.6874 5.8319
H -24.9399 -17.8081 14.3758
O -20.8726 -24.0083 4.0224
S -18.2622 -23.6502 5.2474
H -16.3834 -22.4129 10.7569
H -15.5372 -25.7393 12.8982
H -24.4463 -11.5330 3.8709
H -28.7375 -22.1540 8.0403
H -25.9468 -18.6645 7.7351
F -27.2968 -15.3396 4.8381
C -24.4875 -18.7318 9.2535
O -16.4651 -25.0805 11.2409
H -17.4854 -19.6753 6.1888
H -20.3218 -21.9828 9.7942
F -21.6032 -8.1446 11.4868
O -20.3594 -19.2003 9.1828
N -24.2740 -20.7721 14.8732
H -20.2862 -24.3255 8.7411
H -28.5839 -22.3634 6.2359
H -23.2765 -16.3142 6.6697
N -19.0915 -20.5575 7.1730
O -17.9617 -24.1688 6.5764
S -23.3174 -16.6918 3.2656
H -24.2647 -9.2888 6.5554
C -18.1524 -26.0579 9.7188
S -20.5377 -23.2059 5.2053
F -25.5030 -21.3829 16.7003
H -21.6790 -17.8176 9.9523
O -23.1450 -18.6053 5.3114
H -24.9655 -9.9326 8.7298
F -23.9041 -16.1677 1.9082
H -23.4328 -22.5712 9.6482
S -24.9605 -22.0224 15.3283
F -28.9018 -11.5349 2.7541
H -27.0442 -21.0632 7.1254
H -27.2543 -19.3138 15.5661
C -23.7392 -22.2895 8.6408
O -22.1729 -22.0951 13.8606
H -21.1826 -23.1728 10.5244
H -20.1662 -13.5755 6.4133
H -17.2488 -27.0086 11.4818
H -21.7753 -15.0068 9.6858
H -25.6324 -10.2204 5.7616
H -20.0862 -13.7124 4.7159
O -22.8648 -8.4552 9.3472
H -24.3014 -12.3239 6.1421
H -19.1450 -20.9906 8.0838
F -16.9125 -22.8878 4.9426
N -19.0724 -25.0099 10.3629
H -26.1633 -21.5718 4.2739
H -18.6199 -24.5933 11.1640
C -25.1710 -16.8368 7.4384
O -26.4768 -19.7016 12.3638
H -23.1417 -11.3640 6.6234
H -19.1497 -20.6251 10.9728
H -19.8192 -25.5308 10.8000
O -25.6780 -13.6225 4.7279
H -25.0621 -19.4196 14.4332
N -19.3744 -22.3314 5.1232
N -28.0380 -13.4754 3.9229
F -21.7665 -22.1134 5.0397
S -21.4781 -8.3814 9.8801
O -21.6283 -12.5521 5.3778
O -26.5552 -11.5387 2.6735
H -26.4914 -10.0127 7.8404
H -25.1059 -11.8167 10.2881
O -21.9979 -16.0730 3.1480
H -28.2326 -23.7378 7.4362
C -22.5385 -12.5812 4.2572
H -15.7595 -20.4156 7.8780
H -18.6565 -23.5707 8.9708
O -26.1799 -22.3549 14.6226
H -17.8276 -19.1049 7.9234
H -15.7441 -22.9089 9.1658
H -25.9780 -16.4148 8.0374
F -23.3166 -20.1042 12.9725
H -21.3921 -15.3161 8.0693
H -22.9987 -10.4880 4.4486
C -16.9540 -26.3179 10.6918
C -17.6924 -19.9329 7.2275
O -21.6886 -10.3222 7.7233
S -22.6807 -18.7916 3.9317
C -19.5836 -23.8863 9.4493
H -25.8609 -18.4574 16.3132
O -29.5778 -19.8167 6.0108
H -23.9757 -17.9749 9.8478
F -23.0508 -20.3638 3.6976
S -28.2649 -18.9471 8.4911
S -23.5242 -21.5666 13.5503
H -17.6865 -25.7433 8.7849
H -24.3942 -21.7719 4.7263
H -20.2757 -20.9278 12.2895
H -20.1410 -17.7037 10.7509
N -24.9927 -18.3513 7.8436
O -25.6832 -11.7821 8.3180
H -25.5289 -16.8560 6.4090
C -23.9507 -15.9632 7.4510

Force components x, y, z for each atom (eV/Å):
O 3.1 0.8 -1.4
H -0.4 0.3 -0.6
H 0.3 0.9 0.0
H -0.4 0.1 0.4
O 0.8 0.7 1.5
C 1.0 0.0 -0.6
H -0.6 0.6 -0.3
N -2.4 4.9 -0.9
F -0.6 0.6 1.9
C -0.2 0.0 0.5
O 0.0 -1.2 0.7
C 0.6 1.4 -0.3
O -1.7 2.2 1.0
C -0.7 1.0 1.5
O 0.4 1.4 0.3
C -0.5 -2.4 -0.2
O -1.3 0.0 -0.5
S 1.7 -2.4 -0.7
C 0.8 -1.7 -1.4
H -0.6 0.1 0.4
S -4.3 1.4 -1.7
O -2.3 1.0 0.7
H 0.4 0.3 -0.9
H -0.3 -0.2 0.2
C 0.3 0.9 -0.6
H -0.1 0.1 -0.1
H -0.1 -0.2 -0.2
H -0.4 -1.0 -0.5
C -0.4 0.8 -1.5
C -0.7 1.7 -0.3
O 1.1 -1.1 -0.4
H 0.3 -0.4 0.6
H -0.4 -0.2 0.1
O 0.0 0.8 -1.1
H -0.3 -0.5 -0.4
O 2.0 -1.2 -0.2
H 0.3 0.0 0.2
F 0.3 -0.5 -0.6
C 2.2 -0.5 0.8
H -0.3 -0.4 0.4
C 1.2 -2.1 -0.4
F -0.2 -1.0 -0.3
H -0.5 0.2 -0.4
N -0.5 0.4 -0.2
O -0.5 1.7 2.0
C -0.1 2.0 -0.5
H 0.1 0.0 -0.3
H -0.1 0.1 0.0
N -0.6 0.1 4.5
N 0.0 3.0 1.4
H -0.3 0.3 0.1
C -0.4 0.4 1.2
O -1.0 -0.7 -0.7
C 1.0 0.5 0.2
H -0.1 0.7 -0.2
H -0.8 -0.5 0.4
C -0.3 -0.2 2.0
H -0.4 -0.2 -0.4
H -0.4 -0.1 -0.2
O -0.4 -0.3 1.7
O 0.2 -0.5 -1.7
C 0.8 0.5 -0.5
C 1.8 0.2 0.4
O -0.5 -2.6 -0.8
N 0.0 -1.7 -0.6
O 0.7 0.5 -0.4
H -0.4 0.0 0.2
O -1.2 1.9 -2.8
H 0.1 0.1 0.2
H 0.2 -0.1 0.2
S 5.7 -5.8 3.0
C 0.9 0.1 0.6
C 0.4 -1.0 -0.7
H -0.8 0.0 0.4
N -2.2 0.6 -0.7
H 0.6 -0.2 0.2
C -1.5 -0.1 0.8
C -1.5 -2.4 -1.3
H -0.8 -0.6 0.5
S -4.8 -1.1 -9.9
H 0.5 0.1 0.2
H 0.7 -0.4 0.0
H 0.6 0.4 0.1
O -0.6 1.1 1.2
H 0.1 0.5 -0.2
O 1.3 1.1 2.5
S 4.1 -2.2 -1.5
H -0.7 0.1 -0.3
H 0.6 -0.4 0.1
H -0.1 0.4 0.4
H -0.3 0.1 -0.3
H -0.3 -0.6 -0.2
F 0.1 -1.1 1.3
C -0.7 -1.4 0.4
O -1.2 -0.2 -1.6
H 0.2 0.5 0.2
H 0.4 0.4 -0.2
F -0.9 -1.0 -0.4
O -0.4 0.6 -0.8
N 3.0 -0.4 -3.3
H 0.1 0.3 -0.1
H -0.8 -0.5 0.3
H 0.3 -0.2 0.0
N 1.1 2.3 0.8
O -1.2 1.2 -0.9
S -2.2 4.8 -4.2
H 0.1 -0.3 -0.3
C 0.7 0.8 1.0
S -12.6 -4.4 -2.7
F -0.5 0.6 -0.1
H -0.1 0.2 -0.2
O 0.2 0.4 -0.6
H 0.4 0.3 -0.3
F -0.5 0.1 -0.2
H 0.5 0.3 0.2
S -4.5 -6.2 7.5
F 0.3 -0.2 0.1
H 0.1 1.1 -0.4
H 0.4 -0.1 -0.3
C 1.0 -2.1 -0.2
O -3.5 1.3 -0.4
H -0.1 -0.3 1.5
H -0.4 0.1 0.3
H 0.0 0.0 0.3
H -0.5 0.2 0.2
H 0.0 0.5 0.1
H -0.2 -0.8 -0.3
O 3.1 -0.4 1.2
H -1.3 -0.2 0.5
H -0.8 -0.4 0.3
F -0.5 1.0 0.1
N 0.4 -0.8 -1.0
H 0.3 0.7 -0.4
H 0.8 0.7 0.2
C -0.1 -0.1 -0.1
O 1.3 4.3 2.7
H 1.2 0.2 -0.2
H -0.2 0.0 -0.3
H -0.7 -0.1 -0.1
O -0.8 -0.3 -1.3
H 0.7 -1.5 0.2
N 7.2 0.6 0.1
N -2.2 5.3 -3.4
F 1.6 -0.1 0.9
S -0.4 1.0 2.8
O 0.1 -0.7 -0.1
O 0.3 -1.0 0.5
H -0.1 0.5 0.0
H 0.4 -0.3 0.1
O -1.2 -1.6 1.7
H 0.3 0.2 -0.4
C -0.5 -0.3 1.4
H 0.3 0.0 -0.1
H -0.3 0.2 -0.3
O 1.5 0.2 0.2
H 0.6 0.1 -0.3
H -0.4 -0.3 -0.1
H 0.1 -0.5 0.3
F 1.1 1.1 -0.9
H -0.1 -0.7 -0.6
H -0.4 0.2 -0.7
C 0.1 -0.1 0.2
C -1.1 -1.0 -0.5
O -0.5 -0.1 0.5
S 4.4 -7.4 1.9
C 1.8 -1.8 0.4
H -0.7 0.2 0.4
O 3.0 2.4 0.8
H 0.5 0.3 -1.1
F -0.3 0.7 0.1
S -1.2 1.7 5.0
S 5.0 1.4 -2.0
H -0.7 0.6 -0.1
H -0.4 -0.4 -0.2
H 0.0 -0.5 0.3
H 0.7 -0.2 -0.5
N 1.4 2.2 1.9
O 0.7 -1.2 -1.7
H -0.1 -0.2 -0.1
C 0.9 -1.3 0.2

Results of the Löwdin charge analysis, in e, for atoms 1 through 6: -0.233, 0.062, 0.130, 0.085, -0.272, 0.054

***

DFT (the ωB97M-V functional and the def2-TZVPD basis) results for C10H22BBr4N3O14 as an isolated structure in a non-equilibrium geometry.

Properties
Energy (eV): -324713.3655
Lowest unoccupied orbital energy (eV): -0.68
E_HOMO (eV): -9.5
ΔE to the lowest compared entry with this formula, charge and spin (eV): 2.8146

Cartesian coordinates (Å):
H -31.5229 -5.5193 0.7976
O -27.2581 -1.8374 1.1370
O -23.8844 -7.8963 -1.1058
C -30.9103 -6.0906 1.4950
O -25.2008 -3.5049 -4.4457
H -25.9323 -10.1886 0.3165
H -23.0529 -1.3853 -1.4344
H -30.5707 -7.0432 1.0884
H -27.5392 -1.8557 -2.0644
Br -33.3312 -7.3730 2.4730
H -30.9982 -7.1259 3.4377
H -22.1635 -2.6851 -0.9034
H -26.9372 -5.3268 0.2100
C -23.4624 -6.9978 -0.3856
C -25.4814 -3.6085 -3.1786
H -29.0824 -1.8600 -1.3597
Br -27.7832 -10.0341 1.9600
H -27.1389 -8.9128 -1.7512
Br -27.9328 -6.9385 -0.4889
H -24.2962 -3.5216 -4.1247
O -22.0275 -5.2872 0.4037
H -25.9961 -4.5183 -0.9407
H -28.4858 -9.3722 -0.7788
H -26.0124 -8.6263 0.8686
O -24.5815 -4.0476 -2.4541
B -23.1115 -5.6213 1.4048
C -27.5234 -8.8625 -0.7325
N -26.2550 -4.6036 0.0318
H -27.7348 -1.3715 -0.5767
O -21.2940 -6.4092 -1.4022
O -22.2795 -5.1769 4.8129
O -25.1378 -1.6583 0.8533
C -31.5510 -6.4472 2.7882
O -23.8133 -4.3669 1.7328
H -23.6404 -2.9361 -1.6607
Br -29.3329 -4.9176 1.7001
O -22.5209 -6.1220 2.6914
O -24.0268 -6.5390 0.7561
C -26.6663 -9.3950 0.4567
N -23.0929 -2.3265 -1.0701
H -23.5589 -2.2324 -0.1790
N -28.2025 -1.3770 -1.4719
C -22.6837 -5.1200 3.6436
H -27.0763 -0.6349 2.2796
H -25.4767 -4.9456 0.5771
H -28.3245 -0.4343 -1.8132
O -26.4946 -3.1888 -2.6208
C -23.5189 -3.9757 2.8794
C -26.1590 -1.3553 1.4483
C -22.1745 -6.1871 -0.5832
O -26.1549 -0.4219 2.4447
H -26.5350 -3.7338 0.4621
H -31.7558 -5.5568 3.3825
O -24.0084 -3.0450 3.4413

Force components x, y, z for each atom (eV/Å):
H -0.2 -0.4 0.3
O -3.3 -0.8 -0.5
O 0.7 2.2 1.9
C 0.5 -0.6 -0.6
O -0.2 0.6 -1.2
H -0.6 -0.3 -0.9
H 0.1 0.2 -0.3
H 0.2 0.4 -0.6
H 0.5 -1.3 -1.1
Br 1.2 0.6 0.1
H 0.1 -0.1 -0.5
H 0.4 -0.3 -0.1
H -0.3 0.1 -0.2
C -1.0 -1.6 -1.1
C -2.5 0.8 3.0
H -0.2 -0.2 -0.2
Br 0.2 0.4 -0.6
H 0.7 -0.1 0.4
Br -0.7 -2.0 -0.6
H 2.1 -0.5 -2.3
O -1.5 -1.1 -0.2
H 0.1 0.3 -0.7
H 0.0 0.2 0.3
H -0.4 0.3 0.0
O 3.2 -1.5 1.2
B 1.4 0.5 0.9
C 0.1 -0.5 0.5
N 0.4 0.0 1.3
H 0.4 0.0 1.8
O -2.1 0.4 1.0
O -1.5 0.4 -4.1
O 2.2 -0.1 -0.9
C -1.1 0.5 1.2
O -0.5 -1.6 -4.2
H -0.9 -1.2 -0.9
Br -0.6 0.0 0.5
O -0.9 1.8 0.3
O 0.0 -0.8 -0.9
C 0.2 0.6 0.1
N 1.0 1.1 0.9
H -0.9 0.0 1.1
N -0.2 0.7 -0.2
C 1.5 -1.1 1.4
H -2.8 2.2 2.8
H 0.9 0.1 0.1
H -0.3 0.2 0.0
O -2.9 0.9 -0.6
C 0.1 0.3 5.5
C 4.5 -0.3 -1.2
C 3.3 -0.2 -1.0
O -0.3 -1.2 -1.3
H -0.2 1.1 0.0
H -0.4 -0.1 -0.1
O 0.3 0.7 0.3

Results of the natural (NBO) charge analysis, in e, for atoms 1 through 6: 0.233, -0.872, -0.533, -0.439, -0.654, 0.253